Entry 1:
C38H41LaN6O4PS2 as an isolated structure at a distorted geometry. Source: the OMol25 dataset; level of theory: the ωB97M-V functional and the def2-TZVPD basis.

Values from the calculation:
total charge	+1
relative energy (zero: lowest compared OMol25 entry of this formula, charge and spin)	24.5	kcal per mole
spin multiplicity	1

XYZ file:
```
93
Properties=species:S:1:pos:R:3:forces:R:3:lowdin_charge:R:1
La -0.548 -1.078 1.907 -1.16 0.11 -0.08 1.880
C 3.321 -6.524 -0.372 -2.16 -0.80 -0.05 -0.087
C 3.159 -5.146 0.217 -0.40 0.87 0.73 -0.254
N 1.807 -4.938 0.739 -0.46 -0.07 0.29 -0.028
C 1.411 -3.850 1.434 1.06 0.81 -0.53 -0.833
S -0.148 -3.879 2.216 -0.27 -0.55 0.07 0.488
N 2.282 -2.850 1.490 0.63 -0.61 -1.15 -0.030
N 1.812 -1.797 2.191 -0.12 0.27 4.10 -0.179
C 2.452 -1.419 3.316 -0.57 -0.10 -3.81 -0.247
C 3.937 -1.449 3.372 0.54 -2.66 -0.19 -0.021
C 1.639 -0.869 4.374 0.02 2.61 2.45 -0.213
C 2.259 -0.127 5.464 -0.51 -0.93 -1.57 0.037
C 1.466 0.180 6.575 0.83 0.01 -0.49 -0.037
C 0.147 -0.240 6.613 0.03 -0.53 0.07 -0.021
C -0.414 -0.819 5.468 0.30 1.43 0.14 -0.108
N 0.280 -1.027 4.355 1.32 -0.73 0.32 -0.044
H 4.258 -6.672 -0.846 0.81 0.09 -0.56 0.059
H 3.257 -7.287 0.419 -0.03 0.24 -0.15 0.082
H 2.474 -6.766 -1.104 1.23 0.43 0.82 0.105
H 3.840 -4.953 1.062 0.11 -0.17 -0.41 0.118
H 3.290 -4.331 -0.490 0.45 -0.10 -0.32 0.098
H 1.192 -5.716 0.854 -0.14 -0.53 -0.08 0.100
H 4.313 -2.266 2.653 -0.59 1.32 1.05 0.107
H 4.345 -0.506 3.054 0.11 0.53 -0.09 0.090
H 4.300 -1.701 4.375 0.04 0.17 -0.22 0.088
H 3.325 0.212 5.367 -1.28 -0.56 0.27 0.135
H 1.939 0.749 7.375 -0.39 -0.20 0.00 0.122
H -0.436 -0.157 7.526 -0.03 0.21 -0.28 0.120
H -1.489 -0.905 5.400 -0.06 -0.36 0.02 0.122
O -0.230 2.280 3.927 1.75 0.05 1.17 -0.265
S -0.757 1.827 2.700 -2.37 0.80 -0.96 0.443
O 0.159 1.277 1.627 -0.24 0.34 1.45 -0.510
O -1.863 0.825 2.928 1.35 0.17 -0.24 -0.527
C -1.500 3.319 2.030 -0.64 0.31 -2.08 -0.255
C -1.071 4.582 2.407 -0.21 0.11 0.22 -0.044
C -1.629 5.758 1.888 0.09 -0.72 -0.05 -0.039
C -2.567 5.685 0.860 -0.20 -0.54 -0.30 -0.044
C -2.825 4.442 0.275 -0.34 -0.58 1.16 -0.086
C -2.362 3.262 0.911 0.33 0.22 -0.20 -0.356
P -2.601 1.638 0.138 -0.38 -1.30 0.47 1.080
C -4.407 1.535 -0.116 -0.46 1.84 -0.13 -0.348
C -5.313 2.475 0.477 0.22 -0.92 -0.37 -0.072
C -6.670 2.174 0.541 -0.28 -0.38 -0.73 -0.079
C -7.213 1.086 -0.173 1.53 -0.81 0.99 -0.070
C -6.308 0.150 -0.712 -0.06 0.42 -1.02 -0.071
C -4.925 0.451 -0.790 -1.04 -1.17 0.25 -0.127
C -1.795 1.901 -1.439 0.05 1.34 -0.21 -0.382
C -0.844 2.928 -1.493 -0.09 -0.64 -0.81 -0.085
C -0.363 3.409 -2.723 0.07 -0.83 1.26 -0.061
C -0.890 2.846 -3.870 0.38 0.43 -0.59 -0.094
C -1.823 1.816 -3.796 0.42 -0.47 -1.11 -0.083
C -2.219 1.285 -2.595 -0.75 -0.66 0.20 -0.102
H -0.302 4.633 3.137 0.46 0.23 0.68 0.104
H -1.278 6.695 2.291 -0.16 0.13 -0.02 0.111
H -3.145 6.531 0.490 0.58 0.10 0.08 0.117
H -3.501 4.354 -0.588 0.49 0.07 0.39 0.130
H -4.988 3.469 0.785 0.09 -0.64 0.57 0.088
H -7.336 2.741 1.179 0.01 0.49 -0.41 0.104
H -8.279 0.905 -0.170 0.04 -0.11 0.09 0.101
H -6.651 -0.815 -1.143 0.09 0.95 0.12 0.110
H -4.272 -0.212 -1.381 -0.40 0.08 0.77 0.083
H -0.523 3.218 -0.517 0.67 0.90 0.06 0.085
H 0.470 4.106 -2.739 -0.29 0.10 -0.14 0.109
H -0.489 3.187 -4.836 -0.48 -0.26 0.38 0.117
H -2.152 1.350 -4.719 0.00 0.08 0.08 0.114
H -2.884 0.403 -2.505 0.45 0.81 -0.53 0.094
C 4.200 -0.229 -1.891 0.45 -0.60 1.40 -0.089
C 3.386 -1.238 -2.660 -0.68 0.14 -1.12 -0.185
N 2.461 -0.492 -3.557 -0.65 -1.07 0.66 -0.070
C 3.091 0.264 -4.628 -1.29 0.59 0.00 -0.194
C 2.957 1.776 -4.338 1.15 0.19 -0.65 -0.061
C 1.121 -0.684 -3.616 -0.12 -0.35 -1.21 -0.407
O 0.394 -0.298 -4.542 0.99 0.29 0.52 0.050
C 0.370 -1.500 -2.613 -0.25 -1.22 -0.07 -0.093
C -0.575 -2.427 -3.171 0.29 0.16 0.39 0.058
C -1.474 -3.071 -2.301 0.13 0.50 -0.78 -0.019
C -1.440 -2.702 -0.970 -1.50 -0.70 0.73 -0.174
N -0.624 -1.784 -0.501 1.31 -0.58 0.65 -0.142
C 0.394 -1.316 -1.238 -1.16 0.62 -0.86 -0.083
H 4.659 -0.771 -1.069 0.50 -0.14 0.07 0.070
H 3.596 0.509 -1.354 -0.08 0.17 -0.57 0.081
H 5.012 0.218 -2.473 -0.41 0.12 0.06 0.084
H 2.800 -1.958 -2.040 0.57 0.70 -0.35 0.112
H 4.071 -1.821 -3.330 -0.60 0.21 0.63 0.135
H 2.490 0.030 -5.540 0.86 0.18 0.41 0.134
H 4.100 -0.108 -4.662 0.45 0.12 -0.49 0.108
H 1.876 1.946 -4.314 0.26 0.33 0.67 0.049
H 3.302 2.334 -5.246 -0.03 -0.33 0.82 0.086
H 3.575 2.124 -3.429 -1.33 -0.53 -1.34 0.096
H -0.534 -2.618 -4.273 -0.26 0.32 1.24 0.147
H -2.299 -3.717 -2.609 0.68 -0.04 -0.21 0.120
H -2.132 -3.191 -0.210 0.77 0.78 -1.15 0.125
H 1.097 -0.661 -0.720 -0.04 0.03 -0.34 0.123
```
Positions in Å, forces in eV/Å.

---

Entry 2:
A 11-piece molecular cluster, C38H41N11O8 overall. Source: the OMol25 dataset; level of theory: the ωB97M-V functional and the def2-TZVPD basis.

Values from the calculation:
SMILES string	O=[N+]([O-])c1ccccc1.O=[N+]([O-])c1ccccc1.O=[N+]([O-])c1ccccc1.O=[N+]([O-])c1ccccc1.CC#N.CC#N.CC#N.CC#N.CC#N.CC#N.CC#N
E	-72829.408	eV
spin multiplicity	1

XYZ file:
```
98
Properties=species:S:1:pos:R:3:forces:R:3:lowdin_charge:R:1
O -2.094 -6.191 -1.965 0.17 0.20 -0.04 0.059
N -2.783 -7.128 -2.318 0.10 -0.20 -0.20 -0.348
O -2.666 -7.718 -3.374 0.07 0.09 0.18 0.094
C -3.838 -7.566 -1.408 -0.32 -0.09 -0.08 -0.158
C -4.277 -6.698 -0.434 0.34 0.56 0.62 -0.004
C -5.334 -7.048 0.381 -0.45 -0.39 -0.18 -0.061
C -5.955 -8.277 0.192 0.09 -0.35 0.03 -0.057
C -5.469 -9.173 -0.757 0.28 0.22 0.16 -0.060
C -4.409 -8.808 -1.579 -0.38 -0.48 -0.08 -0.004
H -3.757 -5.767 -0.249 -0.03 0.02 -0.27 0.102
H -5.714 -6.371 1.131 0.10 0.09 0.01 0.093
H -6.797 -8.567 0.809 0.05 0.07 0.02 0.110
H -5.863 -10.177 -0.835 -0.20 0.10 -0.07 0.108
H -4.069 -9.502 -2.334 0.18 0.19 -0.04 0.121
O -2.438 -6.464 9.195 -0.21 -0.17 -0.22 0.090
N -1.392 -6.165 9.721 0.14 0.21 0.84 -0.355
O -0.815 -6.826 10.567 -0.03 0.08 -0.36 0.079
C -0.799 -4.866 9.353 0.17 -0.02 -0.41 -0.143
C 0.543 -4.645 9.602 0.15 -0.04 0.47 -0.004
C 1.126 -3.477 9.144 0.03 0.18 -0.61 -0.064
C 0.365 -2.553 8.433 -0.05 0.06 0.48 -0.086
C -0.993 -2.768 8.255 -0.20 0.32 0.08 -0.074
C -1.584 -3.938 8.693 -0.01 -0.27 -0.08 0.003
H 1.117 -5.339 10.201 -0.09 -0.18 -0.19 0.122
H 2.186 -3.300 9.272 -0.03 -0.04 0.21 0.109
H 0.805 -1.621 8.101 0.06 -0.04 -0.07 0.108
H -1.617 -2.000 7.818 0.10 -0.07 -0.22 0.089
H -2.629 -4.145 8.508 0.00 -0.02 0.07 0.117
O -8.609 -4.364 2.113 -0.01 0.05 -0.01 0.105
N -8.115 -3.940 1.096 0.25 -0.44 -0.08 -0.336
O -7.051 -4.330 0.629 -0.04 0.16 0.11 0.036
C -8.827 -2.904 0.351 -0.43 0.41 0.20 -0.183
C -8.446 -2.614 -0.939 0.23 -0.33 -0.33 -0.022
C -9.118 -1.615 -1.623 0.10 0.40 0.07 -0.059
C -10.075 -0.851 -0.964 -0.12 -0.30 -0.40 -0.066
C -10.427 -1.151 0.338 -0.31 0.19 0.53 -0.061
C -9.835 -2.207 1.000 0.66 -0.34 0.22 0.001
H -7.637 -3.190 -1.369 -0.08 0.08 -0.17 0.122
H -8.867 -1.366 -2.645 0.09 -0.14 0.00 0.111
H -10.585 -0.063 -1.501 0.07 0.10 0.07 0.111
H -11.152 -0.549 0.872 -0.07 -0.03 -0.14 0.113
H -10.031 -2.491 2.025 -0.28 0.21 -0.01 0.126
O -2.990 -2.026 5.629 0.31 0.00 0.03 0.073
N -2.070 -1.873 4.848 -0.12 0.23 -0.10 -0.309
O -1.024 -1.301 5.113 -0.08 -0.29 0.07 0.046
C -2.269 -2.338 3.470 -0.06 0.40 -0.33 -0.149
C -1.220 -2.313 2.566 0.53 -0.28 0.23 -0.015
C -1.436 -2.703 1.255 -0.25 0.08 0.06 -0.063
C -2.728 -2.998 0.843 -0.20 -0.44 0.10 -0.045
C -3.790 -2.957 1.750 0.32 -0.25 -0.50 -0.063
C -3.557 -2.638 3.072 -0.53 0.06 0.23 -0.013
H -0.217 -2.045 2.875 -0.10 0.07 0.12 0.105
H -0.597 -2.753 0.577 -0.07 0.11 -0.07 0.067
H -2.919 -3.342 -0.168 0.07 0.19 -0.03 0.108
H -4.784 -3.232 1.417 -0.04 0.09 0.08 0.096
H -4.391 -2.572 3.759 0.13 -0.11 0.10 0.106
C 0.160 -3.613 -2.298 0.17 0.24 -0.21 -0.084
C 1.131 -3.207 -3.314 -0.37 -0.09 0.20 -0.286
N 1.890 -2.901 -4.115 0.23 0.09 -0.19 0.120
H 0.581 -3.367 -1.324 -0.05 -0.21 0.06 0.044
H -0.064 -4.670 -2.412 0.02 -0.04 0.18 0.062
H -0.761 -3.044 -2.417 0.01 0.02 -0.06 0.082
C -5.418 -1.530 7.693 0.33 -0.10 -0.08 -0.077
C -6.622 -2.282 7.376 -0.04 0.09 -0.04 -0.290
N -7.576 -2.873 7.143 -0.09 -0.08 0.00 0.130
H -5.540 -1.006 8.638 0.01 0.03 0.02 0.083
H -5.166 -0.824 6.905 -0.21 0.06 -0.02 0.073
H -4.572 -2.214 7.760 -0.04 -0.02 0.13 0.057
C 1.910 -2.927 4.961 -0.07 -0.43 0.10 -0.054
C 2.425 -1.669 4.446 -0.28 -0.11 -0.02 -0.251
N 2.829 -0.675 4.041 0.01 0.11 -0.02 0.160
H 1.235 -2.777 5.801 0.15 0.21 0.14 0.054
H 2.748 -3.553 5.266 -0.08 -0.01 0.06 0.091
H 1.324 -3.473 4.220 0.19 0.14 -0.21 0.081
C -2.772 0.707 1.756 0.02 0.22 0.20 -0.055
C -3.498 1.487 0.762 0.47 0.03 0.08 -0.281
N -4.065 2.081 -0.037 -0.25 0.10 -0.15 0.141
H -1.904 0.214 1.322 -0.22 -0.24 -0.22 0.075
H -3.484 0.002 2.183 0.30 -0.22 0.10 0.059
H -2.373 1.338 2.553 -0.27 0.16 -0.02 0.083
C 0.193 1.391 4.896 0.37 -0.37 -0.08 -0.102
C 0.826 2.700 4.939 -0.01 0.30 -0.05 -0.278
N 1.344 3.726 4.959 -0.11 -0.18 0.01 0.128
H 0.179 1.013 3.873 -0.08 0.11 -0.03 0.065
H -0.813 1.387 5.300 -0.04 0.16 0.05 0.075
H 0.808 0.687 5.456 -0.10 0.03 0.08 0.058
C -6.403 -0.428 1.260 -0.38 -0.23 0.11 -0.041
C -6.664 -1.062 2.553 0.04 0.38 -0.48 -0.273
N -6.897 -1.558 3.559 0.05 -0.21 0.34 0.165
H -6.617 0.638 1.300 0.19 0.05 0.08 0.091
H -7.086 -0.868 0.533 0.13 0.01 -0.10 0.063
H -5.377 -0.613 0.956 0.00 0.09 -0.09 0.055
C 2.743 0.535 0.950 0.36 0.67 -0.32 -0.068
C 1.712 -0.245 0.292 0.30 0.10 0.15 -0.250
N 0.929 -0.893 -0.234 -0.39 -0.23 -0.10 0.154
H 2.580 0.597 2.020 0.08 -0.19 0.08 0.033
H 2.776 1.551 0.549 -0.27 -0.08 -0.01 0.090
H 3.724 0.119 0.723 -0.06 -0.24 0.22 0.091
```
Positions in Å, forces in eV/Å.